The following is a quantum chemistry calculation of a molecular structure, C14H19AuBN4O2S6, from the Open Molecules 2025 dataset.

strongest force on any atom: 0.0082 Eh/bohr
molecular weight: 675.51 g/mol
LUMO energy (spin up / spin down): 0.0971 / 0.0309 Eh
multiplicity: 3
net charge: -1
energy relative to the best compared isomer or geometry (same formula, charge and spin): 3.71 kcal per mole
HOMO (spin up / spin down): -0.1411 / -0.1553 Eh
frontier orbital gap (spin up / spin down): 0.23816 / 0.18620 hartree

```
47
Properties=species:S:1:pos:R:3:mulliken_charge:R:1
H 2.593 0.563 2.637 0.215
C -1.980 -2.461 -0.222 -0.373
C 2.444 5.192 -1.217 0.566
C -1.780 -0.172 3.691 -1.213
C 0.761 -3.136 3.181 -0.433
H -3.673 -0.308 -0.438 0.241
Au -0.195 0.226 -0.165 0.797
H -3.837 1.631 3.130 0.429
H -1.508 1.508 2.411 0.027
H -0.114 -4.963 1.359 -0.214
B -0.026 -3.877 0.818 -0.148
N -1.497 -3.341 0.672 0.398
C 1.623 -1.944 1.520 -0.303
C -3.561 0.947 2.318 -1.604
H -3.769 1.436 1.364 0.335
S -1.159 -1.667 -1.506 -0.440
S 1.708 4.189 -2.474 -0.147
O 3.037 6.217 -1.435 -0.587
H 0.148 -3.892 3.641 0.404
H -4.176 0.043 2.393 0.243
S 2.197 4.527 0.407 -0.143
S 0.736 2.097 1.178 -0.468
C 1.040 2.947 -1.423 0.174
N -3.296 -2.286 0.048 0.347
H 0.518 -3.907 -0.248 -0.091
O -1.742 -0.227 1.296 -0.119
C 3.063 -0.398 2.841 -0.826
S 0.179 1.698 -2.149 -0.374
H -2.075 0.420 4.566 0.437
C -3.648 -3.063 1.126 -0.442
H 1.826 -2.038 4.777 0.404
H -4.645 -3.071 1.530 0.441
C 1.583 -2.230 3.747 -0.545
C -2.529 -3.720 1.501 -0.469
C -4.124 -1.286 -0.591 -0.909
H -2.370 -4.422 2.302 0.443
H -5.113 -1.317 -0.137 0.341
H 3.456 -0.410 3.857 0.330
C 1.273 3.111 -0.060 0.139
H -4.196 -1.477 -1.659 0.298
S 2.035 -1.280 0.000 -0.363
H -0.710 -0.392 3.755 0.042
H 3.869 -0.537 2.125 0.331
C -2.079 0.566 2.386 0.807
N 0.772 -2.954 1.813 0.375
N 2.107 -1.479 2.709 0.358
H -2.321 -1.124 3.699 0.289
```